Computed, not measured: a 2-piece molecular cluster, C5H10N overall in a non-equilibrium geometry, with ωB97M-V with the def2-TZVPD basis set.

Each line ends with the natural charge from an NBO analysis.
Positions of all 16 atoms, in Å:
C (-2.492, -1.392, -0.023)  -0.48
C (-1.041, 0.642, -0.235)  0.67
C (-0.262, 1.783, -0.626)  -0.75
C (1.878, -0.447, 0.916)  -0.42
C (2.831, -0.137, 0.080)  -0.39
N (-1.823, -0.234, -0.226)  -0.21
H (-3.230, -1.502, -0.972)  0.28
H (-1.794, -2.248, 0.026)  0.27
H (-0.338, 2.505, 0.102)  0.29
H (0.787, 1.372, -0.673)  0.31
H (-0.694, 2.227, -1.576)  0.31
H (1.649, -1.517, 1.080)  0.20
H (1.191, 0.248, 1.469)  0.18
H (-3.108, -1.246, 0.958)  0.28
H (2.844, 0.904, -0.231)  0.20
H (3.603, -0.958, -0.069)  0.25

Values from the calculation:
Net charge: +1
Energy above the lowest of the compared OMol25 structures with the same formula, charge and spin (kJ/mol): 273.2
Highest occupied orbital energy (Eh): -0.503
Largest force on an atom (eV/A): 6.947

=====

Computed, not measured: C11H20F9NO5S4 as an isolated structure in a non-equilibrium geometry, with ωB97M-V with the def2-TZVPD basis set.

Each line ends with the natural charge from an NBO analysis.
Positions of all 50 atoms, in Å:
O (-0.357, -4.285, 1.870)  -0.90
S (0.648, -3.295, 1.999)  2.54
O (1.792, -3.642, 2.769)  -0.91
F (0.088, -1.994, 2.590)  -0.45
N (1.045, -2.785, 0.481)  -0.83
S (1.722, -4.126, -0.418)  0.20
C (1.884, -1.549, 0.495)  -0.26
C (1.108, -0.379, -0.132)  -0.09
O (-0.207, -0.259, 0.380)  -0.54
C (-1.186, -0.705, -0.515)  -0.13
C (-2.495, 0.036, -0.241)  0.62
F (-2.156, 1.347, -0.058)  -0.32
F (-3.307, 0.010, -1.323)  -0.32
C (-3.262, -0.361, 1.034)  0.58
F (-4.377, 0.378, 1.168)  -0.29
F (-2.461, -0.046, 2.082)  -0.31
C (-3.630, -1.879, 1.184)  0.57
F (-4.769, -1.924, 1.926)  -0.31
F (-2.688, -2.528, 1.889)  -0.29
C (-3.947, -2.637, -0.117)  0.51
F (-5.084, -2.174, -0.664)  -0.31
F (-4.139, -3.933, 0.229)  -0.32
H (2.429, -3.441, -1.330)  0.12
H (2.776, -1.689, -0.100)  0.21
H (2.148, -1.267, 1.510)  0.22
H (1.642, 0.514, 0.172)  0.20
H (1.145, -0.485, -1.222)  0.23
H (-0.936, -0.473, -1.551)  0.22
H (-1.278, -1.788, -0.414)  0.19
H (-3.155, -2.620, -0.861)  0.15
C (0.143, 1.854, 2.917)  -0.83
S (1.311, 2.772, 1.910)  1.25
O (2.662, 2.203, 2.169)  -0.99
C (1.195, 4.310, 2.833)  -0.83
H (0.093, 0.838, 2.533)  0.26
H (0.485, 1.845, 3.953)  0.23
H (-0.841, 2.318, 2.842)  0.23
H (1.468, 4.135, 3.873)  0.23
H (0.178, 4.696, 2.764)  0.23
H (1.887, 5.023, 2.388)  0.24
C (2.539, 2.844, -3.292)  -0.83
S (1.263, 1.681, -3.781)  1.26
O (1.236, 0.612, -2.733)  -1.02
C (2.135, 1.008, -5.198)  -0.83
H (2.206, 3.346, -2.386)  0.25
H (3.468, 2.309, -3.095)  0.23
H (2.681, 3.576, -4.086)  0.23
H (3.092, 0.595, -4.878)  0.23
H (2.288, 1.795, -5.935)  0.23
H (1.520, 0.221, -5.628)  0.24

Values from the calculation:
Net charge: 0
Highest occupied orbital energy (Eh): -0.331
Largest force on an atom (eV/A): 2.526